No. 1
{"formula": "C11H21F6I2O2P2Re", "method": "ωB97M-V/def2-TZVPD", "symbols": ["I", "I", "Re", "P", "C", "C", "H", "H", "H", "H", "H", "H", "C", "H", "H", "H", "P", "C", "C", "H", "H", "H", "C", "H", "H", "H", "H", "H", "H", "C", "O", "C", "C", "O", "C", "F", "F", "F", "C", "F", "F", "F", "H", "H", "H"], "coordinates": [[-2.19778, 1.90067, 0.17747], [2.54837, 2.18064, -2.17257], [0.23387, 0.82140, -0.45092], [1.13609, 1.69755, 1.47035], [2.08182, 3.24546, 1.26633], [-0.06808, 2.07404, 2.80581], [0.48576, 2.25138, 3.72860], [2.19668, 0.77417, 3.45192], [-0.74527, 1.21538, 2.93312], [1.88918, -0.50729, 2.22615], [1.46997, 3.92041, 0.68416], [-0.64685, 2.94825, 2.50352], [2.23577, 0.53229, 2.37474], [2.29073, 3.66558, 2.24935], [3.25120, 0.62894, 1.99606], [2.99483, 3.02414, 0.72137], [-0.45508, 0.32875, -2.59878], [0.01109, 1.38365, -3.98714], [-0.05159, -1.38170, -3.04247], [-2.68783, -0.35521, -1.95120], [-2.47489, -0.20466, -3.73374], [-2.65985, 1.26425, -2.70683], [-2.27128, 0.24786, -2.76115], [-0.43339, -2.06188, -2.27875], [-0.54453, -1.59101, -3.99181], [-0.41812, 1.01707, -4.90039], [1.10791, 1.39067, -4.07022], [1.02537, -1.50044, -3.13612], [-0.32308, 2.39093, -3.75518], [1.95777, -0.01619, -0.77050], [2.94062, -0.66010, -0.84880], [-1.10884, -1.32418, 2.50044], [-0.81948, -1.82036, 1.12455], [-0.23328, -0.92156, 0.21464], [0.19468, -3.05910, 1.22510], [-0.29897, -4.06785, 2.00905], [0.54059, -3.57065, 0.03654], [1.35283, -2.62645, 1.82371], [-2.15687, -2.32457, 0.44653], [-2.86364, -3.17051, 1.20720], [-2.92555, -1.22861, 0.22690], [-1.95115, -2.89475, -0.76530], [-0.21628, -0.92482, 2.98727], [-1.50309, -2.15225, 3.10183], [-1.89037, -0.53934, 2.42916]], "charge": 3, "multiplicity": 4, "total_energy_ev": -69025.633, "s2": 3.7879}

No. 2
{"formula": "C11H21FLiNO9PS", "method": "ωB97M-V/def2-TZVPD", "symbols": ["C", "C", "O", "C", "C", "C", "C", "F", "C", "O", "N", "C", "C", "C", "O", "C", "P", "O", "O", "O", "O", "S", "O", "O", "H", "H", "H", "H", "H", "H", "H", "H", "H", "H", "H", "H", "H", "H", "H", "H", "H", "H", "H", "H", "H", "Li"], "coordinates": [[-1.88181, 0.00625, 4.41464], [-0.57628, -0.71329, 4.13398], [-0.48838, -1.14932, 2.77223], [0.20281, -0.30266, 1.93632], [-0.42541, -0.30867, 0.53473], [-1.82394, 0.31637, 0.63025], [-2.92820, -0.67839, 0.31417], [-2.67789, -1.91196, 0.87157], [0.51349, 0.46066, -0.42301], [0.80035, 1.65725, 0.25469], [-0.16106, 0.75688, -1.69116], [0.30115, 1.92947, -2.44524], [-0.55401, -0.34498, -2.40122], [-1.42315, -0.05824, -3.63063], [-0.32102, -1.50685, -2.12758], [1.80477, -0.38784, -0.56945], [2.85912, -0.02866, -2.00028], [2.16859, -0.11748, -3.28251], [3.51025, 1.41589, -1.75956], [4.03665, -1.09459, -1.91880], [2.63237, -0.23799, 0.59663], [1.95530, -0.89047, 1.92408], [2.00394, -2.31362, 1.85324], [2.63077, -0.28650, 3.03012], [-1.84425, 1.06710, 4.18239], [-2.69491, -0.47353, 3.87666], [-2.11130, -0.11836, 5.46953], [0.28769, -0.12057, 4.42500], [-0.54688, -1.60482, 4.75235], [0.22980, 0.69540, 2.36607], [-0.44533, -1.34619, 0.21614], [-1.95293, 1.16776, -0.03262], [-1.98172, 0.67712, 1.64185], [-3.87647, -0.32725, 0.71938], [-3.06611, -0.79900, -0.76324], [1.63663, 2.01887, -0.05295], [-0.35018, 2.78111, -2.25428], [0.34250, 1.76242, -3.51304], [1.29194, 2.24459, -2.14721], [-0.74225, 0.06425, -4.48104], [-1.98961, 0.86445, -3.51838], [-2.06424, -0.92338, -3.77767], [1.53312, -1.44059, -0.63717], [4.16319, 1.41282, -1.04788], [4.68583, -0.89018, -1.23625], [-2.66294, -0.92328, -5.20484]], "charge": 1, "total_energy_ev": -54706.698}

No. 3
{"formula": "C11H21FN2O3PS3", "method": "ωB97M-V/def2-TZVPD", "symbols": ["O", "S", "O", "F", "P", "C", "C", "C", "S", "C", "S", "N", "C", "C", "N", "C", "H", "H", "H", "H", "H", "H", "H", "H", "H", "H", "H", "H", "H", "C", "C", "C", "O", "C", "H", "H", "H", "H", "H", "H", "H", "H"], "coordinates": [[0.00099, 3.39806, 2.93839], [0.27528, 2.47226, 1.86426], [1.49993, 1.70681, 1.98606], [0.60207, 3.43086, 0.57470], [-1.51138, 1.01275, 1.25044], [-2.79155, -0.28499, 0.73308], [-2.14931, -1.51330, 0.09103], [-1.55038, -2.46690, 1.12758], [-0.08743, -3.32691, 0.49439], [1.28991, -2.30191, 0.81676], [2.34557, -2.06947, -0.40411], [1.48729, -1.81377, 2.09251], [2.50874, -0.96544, 2.48918], [2.33344, -0.78714, 3.81107], [1.24330, -1.49968, 4.27241], [0.76025, -2.08952, 3.23933], [-2.16256, 2.15103, 0.58334], [-0.79213, 0.76631, 0.02579], [-0.70883, 0.03808, 1.98245], [-2.22250, 1.38374, 2.46365], [-3.43858, -0.56405, 1.56796], [-3.43101, 0.19474, -0.01087], [-2.90342, -2.06397, -0.47715], [-1.39674, -1.18930, -0.62737], [-1.35011, -1.92508, 2.04468], [-2.25075, -3.26416, 1.37940], [3.24408, -0.56022, 1.82464], [2.92402, -0.17236, 4.46734], [-0.07682, -2.76076, 3.26099], [0.82731, 1.32817, -4.57272], [1.58316, 1.59428, -3.27070], [0.46667, 1.50791, -2.23690], [-0.47942, 0.56491, -2.76272], [-0.18452, 0.27959, -4.12232], [1.45993, 0.97844, -5.38877], [0.31348, 2.23440, -4.90218], [2.31974, 0.80657, -3.09741], [2.09737, 2.55388, -3.24748], [-0.03292, 2.47180, -2.10372], [0.81180, 1.16870, -1.26339], [0.23825, -0.73022, -4.19515], [-1.11221, 0.30585, -4.69848]], "charge": -1, "total_energy_ev": -65380.663}

No. 4
{"formula": "C11H21N3O5", "method": "ωB97M-V/def2-TZVPD", "symbols": ["C", "C", "C", "C", "C", "C", "C", "C", "C", "C", "C", "H", "H", "H", "H", "H", "H", "H", "H", "H", "H", "H", "H", "H", "H", "H", "H", "H", "H", "H", "H", "H", "N", "N", "N", "O", "O", "O", "O", "O"], "coordinates": [[0.98163, -0.05840, -1.84576], [-0.29046, 0.73976, -1.51501], [1.79602, -0.50357, -0.46362], [3.12583, -1.38457, -0.85095], [4.43291, -0.42569, -1.06309], [-2.60659, 0.29000, -0.76966], [-2.97079, 1.08424, -2.01716], [-2.41491, 1.11672, 0.39619], [-2.34337, 0.39156, 1.86288], [-1.24652, -0.74447, 2.08373], [-1.18826, -1.03721, 3.51051], [1.69373, 0.57821, -3.48110], [1.52173, 1.75719, -2.44939], [0.72132, -0.98354, -2.33693], [1.10749, -0.99464, 0.36520], [2.44229, 0.37500, -0.00055], [2.84623, -2.17377, -1.58050], [3.54865, -2.17176, 0.07661], [5.16806, 1.27083, -0.89954], [-0.85491, -1.12613, -0.89475], [-3.32476, -0.53225, -0.72973], [-1.50707, 1.63006, 0.27382], [-3.17834, 2.12154, 0.47132], [-3.66016, 0.23378, 2.22180], [-2.05793, 1.22636, 2.77763], [-1.64022, -1.71163, 1.31546], [-0.22875, -0.38548, 1.65043], [-2.14101, -0.19378, 3.99440], [-1.52509, -2.24590, 3.62109], [0.25271, -1.76502, 4.78698], [0.75492, -0.08495, 4.06042], [-1.97210, 1.39550, -3.82365], [1.98596, 0.76676, -2.57677], [-1.16022, -0.10146, -0.99035], [0.28617, -1.04326, 4.06561], [-0.44852, 1.96018, -1.85825], [5.46370, -0.86909, -1.53099], [4.32710, 0.83084, -0.47395], [-3.33202, 2.37994, -2.26243], [-2.36443, 0.38812, -3.11995]], "charge": 0, "total_energy_ev": -26446.093}

No. 5
{"formula": "C11H21N4", "method": "ωB97M-V/def2-TZVPD", "symbols": ["C", "C", "C", "C", "C", "C", "C", "C", "C", "C", "C", "N", "N", "N", "N", "H", "H", "H", "H", "H", "H", "H", "H", "H", "H", "H", "H", "H", "H", "H", "H", "H", "H", "H", "H", "H"], "coordinates": [[2.12598, 0.10332, -0.62122], [1.66913, -0.79010, 0.25972], [1.30461, 0.63101, -1.81539], [-0.10220, 0.92060, -1.43858], [-0.51935, 0.09996, 1.99738], [1.97022, 1.84018, -2.59770], [-1.33164, 0.36903, -2.15002], [-0.33306, 1.77448, -0.46686], [-1.65265, 0.44047, 2.97414], [0.18067, -2.62627, -0.35676], [-1.72879, -1.94210, 1.27614], [1.16810, 1.75533, 2.39509], [0.74535, 0.64396, 2.07927], [0.36142, -1.29032, 0.31028], [-0.54982, -1.08335, 1.33112], [3.20662, 0.28910, -0.41538], [2.41959, -1.10731, 0.87572], [1.14167, -0.27723, -2.45050], [1.31670, 2.12077, -3.29899], [2.81198, 1.51823, -3.00988], [1.95048, 2.64089, -1.92966], [-2.24966, 0.85687, -1.80707], [-1.48331, -0.60752, -2.04588], [-0.99703, 0.52483, -3.19067], [-1.32195, 2.16208, -0.19341], [0.45748, 2.28915, -0.08288], [0.35454, 2.45092, 2.53594], [-1.65588, -0.11621, 3.81429], [-2.49355, 0.44182, 2.42235], [-1.43525, 1.40925, 3.25881], [1.03828, -2.52539, -1.07571], [0.36611, -3.34178, 0.33492], [-0.61992, -2.85371, -0.99621], [-1.48469, -2.91643, 1.17572], [-2.14829, -2.00356, 2.34355], [-2.48188, -1.80094, 0.55831]], "charge": 1, "multiplicity": 3, "total_energy_ev": -17692.647, "s2": 2.0447}

No. 6
{"formula": "C11H21O10Zr", "method": "ωB97M-V/def2-TZVPD", "symbols": ["Zr", "C", "O", "H", "H", "H", "C", "C", "C", "O", "C", "O", "O", "H", "H", "H", "H", "H", "H", "C", "O", "C", "O", "O", "C", "H", "H", "H", "H", "H", "H", "C", "O", "C", "O", "O", "C", "H", "H", "H", "H", "H", "H"], "coordinates": [[-5.61718, 1.93440, -2.93808], [-2.53216, 2.38892, -1.65405], [-3.90177, 2.42104, -2.04302], [-1.95791, 1.90234, -2.44426], [-2.13550, 3.39818, -1.53027], [-2.44484, 1.88133, -0.69389], [-2.43632, -1.83704, 0.41815], [-2.17320, -2.31284, 1.82936], [-0.79734, -1.97915, 2.41619], [-1.08194, -1.92954, 3.82437], [-2.38486, -1.64684, 3.97082], [-2.99557, -1.64873, 4.97855], [-2.97205, -1.54493, 2.73737], [-1.89699, -2.52105, -0.23528], [-2.16910, -0.79631, 0.23282], [-3.50398, -1.87671, 0.19428], [-2.37309, -3.38856, 1.91651], [-0.38849, -0.98660, 2.17200], [-0.01573, -2.71456, 2.24356], [2.26381, 2.27440, -3.35824], [1.58111, 1.04130, -2.93498], [0.70537, 0.48021, -3.74812], [0.45154, 0.86307, -4.84615], [0.02877, -0.51969, -3.22017], [0.23570, -0.96628, -1.90540], [1.54410, 3.07912, -3.28994], [2.77993, 2.09285, -4.29575], [3.06625, 2.39586, -2.63305], [-0.01944, -0.12268, -1.24723], [1.23139, -1.33407, -1.67271], [-0.48913, -1.73363, -1.66304], [1.16984, 1.94298, 0.62981], [1.83734, 1.41161, 1.78314], [2.30687, 0.17559, 1.70996], [1.98511, -0.64527, 0.86532], [3.25938, 0.04138, 2.56942], [4.05446, -1.15018, 2.64122], [1.24125, 3.02331, 0.72535], [0.11345, 1.66871, 0.71875], [1.62181, 1.59572, -0.29388], [4.51578, -1.26165, 3.62196], [4.85236, -1.05210, 1.90969], [3.44100, -2.04392, 2.53890]], "charge": 3, "total_energy_ev": -33462.510}